1.
{
  "formula": "C42H41N8O3S2ScSeSi",
  "method": "wB97M-V/def2-TZVPD",
  "symbols": ["H", "H", "Se", "C", "H", "H", "C", "H", "C", "C", "H", "H", "N", "C", "H", "C", "C", "C", "C", "C", "H", "C", "H", "C", "H", "H", "C", "C", "N", "H", "C", "N", "H", "C", "O", "C", "S", "H", "H", "H", "C", "C", "Si", "C", "H", "C", "C", "H", "H", "C", "H", "N", "O", "Sc", "H", "C", "C", "H", "H", "C", "C", "N", "C", "H", "C", "H", "C", "C", "H", "H", "C", "N", "C", "H", "C", "C", "C", "H", "C", "C", "S", "C", "H", "N", "C", "H", "H", "H", "C", "H", "H", "H", "H", "N", "H", "H", "C", "O", "H"],
  "xyz": [[3.7505, 2.2985, -1.9944], [3.7760, -0.2926, -5.6084], [-0.9285, -1.3018, 1.4086], [-3.7544, 3.3415, 2.7254], [1.9067, 6.0756, -0.9269], [3.7352, -0.8922, -0.8617], [3.4461, 3.3379, -1.9414], [0.1104, -3.3048, 3.4671], [3.2664, 2.8973, 1.0819], [3.1195, -0.0170, -4.7916], [0.2215, 1.5577, -4.1209], [3.1063, -1.7140, 2.9102], [-0.8771, -0.8429, -1.8560], [0.8389, -2.9520, -4.2738], [4.3077, -0.9386, -3.2635], [0.8558, -2.5650, -1.4975], [0.2140, -3.9648, 2.6057], [3.4133, -0.3792, -3.4968], [-1.1167, -4.1416, 1.9402], [-2.9526, -3.2746, 0.6268], [1.6804, 1.0064, -6.0316], [-1.7617, 5.6297, -0.9140], [-4.2233, -2.5611, -0.9465], [-1.7645, -5.3644, 2.0045], [4.3481, 3.9404, -1.8977], [0.8251, -3.0832, -5.3456], [1.5165, -0.3804, 3.3542], [-1.7310, -3.0657, 1.2802], [1.9521, -0.0744, -0.1758], [0.6238, -4.9210, 2.9292], [-2.6319, 5.1126, -1.8609], [-4.6868, 3.7259, 3.2926], [-0.9822, 2.2261, -2.5003], [1.5684, -1.4864, 5.9123], [-1.8133, 1.5251, 0.2744], [0.6784, -0.4762, 5.6199], [-3.1140, 0.3976, -2.6307], [-0.1751, 1.3431, 3.1844], [-3.5256, 5.6523, -2.1428], [2.4182, -4.3583, -3.9121], [2.4297, -1.3805, 3.6807], [-0.6331, 4.9398, -0.5275], [2.3071, 3.6322, -0.4043], [2.4477, 5.5390, -0.1525], [3.5542, 1.8682, 0.8960], [-1.2037, 3.1951, -2.0581], [-2.3404, 3.8809, -2.4254], [-4.0874, 0.8020, -0.0653], [3.1405, -2.7411, 5.1690], [2.5299, -0.0235, -2.4625], [0.8414, -2.4509, -0.4233], [0.7838, 2.9395, -0.7381], [0.6048, 1.0574, 1.6682], [-0.0594, 0.9353, -0.2887], [0.9128, -3.4795, 1.9253], [1.9548, 0.7011, -5.0325], [1.7222, -3.6553, -3.4713], [2.6633, 2.9155, 1.9825], [-3.0085, 3.4421, -3.1534], [-0.0372, -2.0691, -3.6771], [-0.3135, 3.6883, -1.0846], [2.2386, -0.4402, 1.0795], [1.4054, 0.1092, 1.9742], [2.0479, 5.8424, 0.8107], [-3.6397, -2.1705, -0.1138], [-1.2962, -6.1760, 2.5486], [-3.7486, -6.8645, 1.5867], [1.1385, 1.0079, -3.9535], [-4.3104, -1.6344, 0.5587], [3.4849, 5.8637, -0.1898], [-2.6476, 2.8930, 2.0194], [1.3915, 0.6585, -2.7060], [2.8056, -0.3753, -1.1055], [-4.8126, 1.7307, 1.2324], [2.4530, -1.9385, 4.9423], [0.6319, 0.0916, 4.3442], [-1.4101, 3.4473, 2.3402], [-3.1239, -7.6084, 2.0800], [-0.0039, -1.8054, -2.2900], [-3.0034, -5.5680, 1.4167], [-1.3086, -1.1577, -4.4269], [1.6999, -3.4800, -2.0933], [1.5723, -1.9275, 6.9014], [-4.0033, 1.4171, 0.7288], [-2.7750, 1.9356, 0.9895], [-2.9104, -1.4582, -0.4941], [-0.0083, 5.3361, 0.2548], [-4.6383, -6.7036, 2.2003], [-3.5610, -4.5179, 0.7032], [-1.9740, 6.5878, -0.4552], [2.3628, -4.0591, -1.4648], [4.1787, 3.4532, 1.2801], [2.9320, 3.5763, -2.8683], [-0.4149, 3.9421, 2.6521], [-4.5148, -4.6618, 0.2115], [-0.0202, -0.1139, 6.3587], [-1.7309, -0.4797, -2.7874], [-0.2587, 1.0568, 4.1254], [-4.0736, -7.2616, 0.6244]],
  "orbital_gap_ev": 5.671,
  "total_energy_ha": -6537.24222,
  "charge": -2,
  "relative_energy_kcal_mol": 32.94
}

2.
{
  "formula": "C17H23N3O3",
  "method": "wB97M-V/def2-TZVPD",
  "symbols": ["C", "H", "H", "C", "O", "C", "C", "H", "C", "H", "H", "H", "O", "H", "N", "H", "H", "H", "H", "N", "H", "H", "N", "H", "H", "C", "H", "C", "C", "H", "C", "C", "H", "C", "H", "C", "C", "O", "C", "C", "C", "C", "H", "H", "H", "H"],
  "xyz": [[2.9455, 1.0331, 0.2903], [-7.1278, -0.3577, 0.4501], [-0.9621, -0.0644, -1.7555], [-3.3386, -2.0969, -0.4312], [3.2150, 3.2778, -0.4548], [-3.8402, 0.0797, -0.2938], [-4.9812, 2.1470, -0.0136], [4.3279, -0.8580, 1.9421], [3.7164, -2.2652, -0.3662], [-6.9590, 2.2042, 0.6405], [5.4182, -2.1445, 1.4819], [-0.5273, -1.0598, 1.0822], [1.1608, 2.4800, -0.5914], [4.8391, 1.0039, -0.7113], [-4.6830, -1.9290, -0.1192], [-1.9193, 0.8421, 1.2114], [-2.9321, -3.0576, -0.5201], [5.4912, -1.2019, -0.7287], [4.2414, -3.1960, 0.0261], [-0.9020, 0.8402, 1.0030], [-0.6170, 1.6640, 0.4248], [3.6926, 0.2959, -1.5729], [1.8235, 0.2092, 0.6443], [-2.9328, 1.9834, -0.5417], [-5.0353, 3.2047, -0.0196], [-2.7557, -0.8738, -0.5199], [-0.9486, -1.7993, -1.1891], [-0.4593, -0.3031, 0.3104], [4.0326, 0.3674, -0.5476], [2.8505, -2.1948, 0.2748], [2.3366, 2.2930, -0.3288], [-6.2219, 0.1166, 0.3226], [-5.3931, -2.6311, -0.1371], [0.9565, -0.1726, -0.2609], [3.3059, -2.3581, -1.3854], [5.1422, -1.0738, 1.2900], [-1.3114, -0.7660, -0.9280], [1.2299, -0.4263, -1.4357], [4.6046, -1.0297, -0.1563], [-6.1509, 1.5038, 0.4276], [-3.8587, 1.4703, -0.3340], [-5.0294, -0.5868, 0.0542], [2.7931, 4.0875, -0.7453], [1.4124, 0.4196, 1.5497], [3.4166, 1.2218, 1.2135], [5.9343, -0.2990, 1.4488]],
  "orbital_gap_ev": 8.310,
  "smiles": "CC(C)C[C@H](NC(=O)[C@@H](N)Cc1c[nH]c2ccccc12)C(=O)O",
  "total_energy_ha": -1051.58202,
  "charge": 0,
  "relative_energy_kcal_mol": 58.76
}

3.
{
  "formula": "C21H15ClIrN3O8",
  "method": "wB97M-V/def2-TZVPD",
  "symbols": ["H", "C", "O", "N", "H", "H", "H", "O", "C", "H", "O", "H", "O", "C", "C", "N", "C", "H", "C", "O", "H", "Cl", "H", "C", "O", "C", "C", "H", "C", "N", "C", "C", "O", "C", "C", "H", "H", "O", "C", "H", "C", "Ir", "C", "C", "C", "C", "H", "C", "H"],
  "xyz": [[1.9702, -2.0109, 1.8395], [1.6752, 2.3024, 2.6044], [-1.0165, -1.9850, 0.9952], [-6.0254, -2.4877, 0.2791], [2.7435, 0.6743, 5.3613], [-0.5644, 4.0310, -1.3426], [1.7937, 0.8293, -2.8958], [3.9658, -1.6430, 0.0466], [2.1279, 2.1208, 3.8960], [6.3177, -2.0025, -2.0686], [-0.2601, -1.5866, -1.0856], [-0.1786, 3.2114, 0.9345], [-5.5792, 1.1287, -3.1729], [-5.2103, -0.8118, -1.3266], [1.5339, 0.8508, -0.7635], [1.4889, -1.2192, 1.4274], [-4.9250, -1.7911, -0.3921], [-6.2294, -0.5582, -1.5758], [0.2680, 2.6895, 0.0992], [-5.7358, -3.3583, 1.0744], [-3.4272, -2.8557, 0.7080], [6.3423, 0.3145, -1.6738], [6.4619, -1.6082, -0.3204], [5.9623, -1.3771, -1.2546], [-7.1567, -2.1468, -0.0019], [1.7058, -0.0554, 2.2081], [4.4644, -1.4861, -1.0998], [0.4433, 2.8534, -3.2736], [2.1898, -0.2306, 3.5043], [-4.4208, 0.9229, -2.8725], [1.0474, 1.5497, 0.3433], [-1.1691, -1.7067, -0.2025], [3.7099, -1.3835, -2.1029], [1.4439, 1.2328, 1.7310], [0.5999, 2.4876, -2.2679], [2.3871, -1.2374, 3.8550], [0.4777, -1.5025, 1.3212], [-3.4701, 1.5506, -3.2947], [2.3894, 0.8378, 4.3530], [-2.0194, 0.0509, -2.1051], [0.0401, 3.1478, -1.1835], [1.8542, -1.1899, -0.7843], [-2.8318, -0.4718, -1.6203], [-4.1484, -0.1560, -1.9225], [-2.5738, -1.4428, -0.6671], [1.3461, 1.3410, -2.0506], [2.2869, 2.9752, 4.5394], [-3.6214, -2.1084, -0.0465], [1.5266, 3.3110, 2.2473]],
  "orbital_gap_ev": 7.416,
  "total_energy_ha": -2139.76379,
  "charge": 0,
  "relative_energy_kcal_mol": 36.28
}

4.
{
  "formula": "C5H4N2O",
  "method": "wB97M-V/def2-TZVPD",
  "symbols": ["N", "C", "H", "O", "N", "C", "H", "C", "H", "C", "H", "C"],
  "xyz": [[0.7501, 2.5680, -0.3058], [-0.0281, -1.0553, -0.1606], [-2.0546, 0.7213, -0.9398], [-1.3546, -1.2196, -0.4667], [3.4401, -0.8028, -0.2967], [-1.7929, 0.2168, 0.1048], [0.7552, -2.0907, 0.1438], [0.8387, 1.3937, -0.1572], [-3.0088, 0.1155, 0.7503], [0.8669, 0.0172, 0.2945], [-0.7011, 0.6733, 0.8737], [2.2890, -0.5374, 0.1597]],
  "orbital_gap_ev": 9.169,
  "total_energy_ha": -377.38866,
  "charge": 0,
  "relative_energy_kcal_mol": 172.81
}

5.
{
  "formula": "C5H10N3",
  "method": "wB97M-V/def2-TZVPD",
  "symbols": ["H", "H", "H", "C", "N", "H", "C", "H", "H", "H", "C", "H", "H", "N", "C", "C", "H", "N"],
  "xyz": [[-2.2941, 2.2486, -0.3300], [-2.3212, -0.8786, 0.1142], [-2.4173, 0.9401, 0.7054], [-0.3832, -0.5064, -0.0921], [1.9592, -0.0190, -0.1613], [-1.0816, 2.1209, 0.8717], [-0.8634, 0.7315, -0.6641], [5.0678, 0.0931, -0.4383], [1.2950, -1.7750, 0.3854], [0.1097, 1.2327, -0.9814], [0.9539, -0.8704, 0.0060], [-1.3969, 0.4885, -1.5755], [-1.3664, -1.4832, 1.4606], [3.1286, 0.0150, -0.0928], [-1.7203, 1.5488, 0.2711], [-1.4648, -1.4013, 0.3802], [-1.4289, -2.4986, -0.1332], [4.2239, 0.0133, 0.2744]],
  "orbital_gap_ev": 8.293,
  "smiles": "CC/C(C)=C\\N=[N+]=N",
  "total_energy_ha": -360.35615,
  "charge": 1,
  "relative_energy_kcal_mol": 137.39
}

6.
{
  "formula": "C14H22N9O4S",
  "method": "wB97M-V/def2-TZVPD",
  "symbols": ["H", "H", "H", "C", "H", "C", "H", "H", "C", "N", "N", "C", "C", "N", "H", "C", "C", "C", "H", "N", "H", "N", "C", "H", "H", "N", "N", "H", "H", "C", "H", "C", "O", "O", "C", "H", "H", "C", "N", "O", "H", "O", "C", "H", "N", "H", "H", "S", "H", "H"],
  "xyz": [[0.2313, -5.5210, 2.0113], [-0.5020, 0.9762, 2.5111], [-1.5629, -0.1108, -0.1820], [-0.6540, -5.0386, 2.4332], [1.1851, 2.7668, -4.6764], [2.9329, 2.8848, -1.3423], [-4.8734, -2.5084, -1.6906], [2.2638, 1.5269, -5.2843], [-0.3548, -3.2538, 0.7301], [-0.3869, 3.8622, 2.2945], [3.5419, 1.2380, -3.4491], [0.2816, -0.2524, 0.9323], [0.1580, 1.0986, 1.6490], [-2.3166, -2.5554, -0.7625], [-0.0188, 3.2347, 2.9887], [4.2286, 1.0528, -2.2589], [-0.9987, -2.1918, -0.1811], [2.6712, 2.1819, -3.4880], [-4.3930, -4.2045, -1.4177], [-0.3647, 2.1553, 0.7590], [0.7598, -0.9478, 1.6225], [-1.1278, -3.9794, 1.5417], [-4.6356, -3.2575, -0.9378], [0.9220, -0.1430, 0.0557], [-0.5734, 1.8845, -0.1867], [4.4400, 1.8984, 0.1388], [2.2684, 3.0067, -2.4670], [-1.4350, -5.7893, 2.5675], [-1.7179, -0.8927, 1.3943], [3.9600, 1.8992, -1.0893], [-0.3923, -4.6162, 3.4050], [-0.6076, 3.4105, 1.0917], [0.8588, -3.4038, 0.6633], [-3.5861, -2.6571, 1.1017], [-3.4610, -2.7946, -0.1080], [-0.5704, 4.8194, 2.5318], [-0.2951, -2.0961, -1.0093], [-1.0891, -0.8119, 0.5063], [-1.0703, 4.2462, 0.2056], [5.0335, 0.1359, -2.2096], [-2.1124, -3.7388, 1.5676], [3.9839, 2.9955, 2.0877], [3.8329, 2.8971, 0.8801], [-1.2486, 5.2005, 0.4606], [2.0881, 2.3186, -4.6764], [-5.4953, -3.3989, -0.2824], [1.1486, 1.3842, 2.0108], [2.6307, 3.8694, 0.0527], [-2.3441, -2.7275, -1.7566], [-1.2335, 3.9472, -0.7387]],
  "orbital_gap_ev": 6.184,
  "total_energy_ha": -1738.47008,
  "charge": 1,
  "relative_energy_kcal_mol": 0.00
}

7.
{
  "formula": "C33H57BrMnN2O2Si",
  "method": "wB97M-V/def2-TZVPD",
  "symbols": ["H", "C", "H", "H", "H", "H", "H", "H", "H", "H", "H", "C", "H", "H", "C", "C", "H", "H", "H", "H", "H", "H", "C", "H", "H", "C", "H", "H", "H", "C", "C", "O", "H", "H", "H", "H", "Br", "H", "H", "H", "C", "C", "H", "C", "C", "C", "C", "C", "H", "Si", "H", "C", "C", "H", "H", "H", "H", "O", "C", "H", "C", "H", "H", "H", "N", "C", "N", "H", "C", "H", "H", "H", "C", "H", "C", "C", "C", "H", "C", "H", "H", "H", "H", "C", "C", "C", "H", "H", "H", "Mn", "H", "C", "H", "C", "C", "H", "C"],
  "xyz": [[-3.3481, 0.0754, 3.1319], [0.7762, -4.5514, -1.3227], [-3.9072, 2.8075, 1.1114], [2.6857, -0.5608, -4.5936], [0.0319, 3.6326, 2.3513], [2.6364, -2.6193, -3.2025], [-3.7951, 4.4743, -0.3664], [1.3483, 0.9112, 6.8431], [1.3842, 5.1042, -4.6365], [1.9575, -2.4276, -0.9549], [-0.0538, -1.3608, 0.0261], [4.5259, -2.9326, -1.5015], [-1.8773, 1.2947, -2.3066], [1.1298, -1.6677, -2.9631], [-2.5270, -2.0327, -2.3260], [-2.8078, -2.4381, 0.6980], [0.3654, 4.4219, 3.9078], [-1.9618, -3.1195, 0.8740], [-1.9864, -2.9903, -2.2967], [3.9508, -0.4578, -3.3644], [-3.0715, 1.5434, 4.0932], [4.7195, -2.7899, -2.5701], [0.8351, 0.9839, 5.8829], [3.7930, -1.7715, 0.1888], [-0.8738, -1.3051, 2.3121], [-3.8817, 0.0088, -0.6571], [1.7041, -2.9135, 1.3854], [2.8844, -5.6883, 0.8004], [-0.2051, -0.4793, -1.5010], [-2.3820, 1.6736, 2.0306], [1.0657, 5.1347, -2.5023], [2.4344, -1.5762, -1.3676], [0.4852, -1.1459, 5.7278], [-2.2558, 5.0400, -1.0483], [3.8128, -4.1835, 0.9856], [0.7411, -4.4145, 1.2699], [2.1084, 1.8538, 1.0631], [1.4191, 4.7009, 0.4964], [1.3751, -6.4976, -0.6075], [-3.5948, -2.2086, -2.5275], [-2.8552, 2.5303, 1.0272], [-1.3173, 1.6343, -3.1846], [2.4744, -5.8009, -1.8231], [-0.2961, 3.3435, -1.5951], [-2.8839, 4.1537, -0.8807], [2.8662, -0.4794, -3.5182], [-0.4652, 1.1591, 3.4116], [-0.0097, 2.3257, 4.0571], [0.8998, -6.4434, -2.3127], [-2.4326, -1.1889, -0.6514], [-4.2033, 0.2979, 0.3538], [0.9148, 4.6130, -3.7861], [1.6655, -3.9167, 0.9415], [-4.3539, 1.5166, 2.8642], [-3.0870, -1.9630, 1.6514], [-3.1780, 3.7532, -1.8647], [2.4369, 0.4708, -3.1753], [1.5969, -3.7002, -0.4938], [3.8823, -1.7149, -0.8994], [-3.6659, -3.0387, 0.3560], [2.8991, -4.7092, 1.2899], [-1.2972, 3.9670, 3.4896], [-4.7275, -0.5151, -1.1354], [-0.3245, 5.0324, 0.5452], [-0.9593, 2.7278, -0.4681], [-3.3350, 1.1777, 3.0880], [-1.0939, 1.3006, 2.1384], [1.0131, 3.1448, 5.7536], [-0.6443, -0.5848, -0.4925], [3.9089, -3.8313, -1.3611], [1.6520, 6.0404, -2.3352], [0.7858, 6.2213, -0.1695], [-0.2780, -0.0988, 4.0175], [-1.8068, -1.6097, 3.7976], [0.1555, 3.4607, -3.9766], [-0.8069, -1.3575, 3.4051], [0.6507, 2.2298, 5.2800], [5.4919, -3.1103, -1.0172], [0.3613, -0.1679, 5.2565], [-2.1096, -1.4010, -3.1248], [-3.7098, 0.9282, -1.2326], [0.6845, -4.0215, -2.2788], [-0.2261, -4.6260, -0.8747], [-0.2437, 3.6558, 3.4156], [-2.1761, 3.1112, -0.0595], [0.4451, 4.5274, -1.4106], [-2.0372, 1.8677, -3.9855], [2.9442, -4.8640, 2.3709], [-0.1551, -2.2026, 3.6712], [-0.1047, 1.1439, 0.4181], [-0.7086, 0.7934, -3.5518], [-0.4576, 2.8237, -2.8983], [4.3393, -0.7672, -1.1894], [0.5835, 5.1480, -0.0579], [1.4239, -5.9004, -1.5220], [0.0152, 3.0477, -4.9775], [2.2187, -1.6629, -2.8592]],
  "orbital_gap_ev": [6.132, 8.463],
  "total_energy_ha": -5565.94501,
  "s_squared": 6.271,
  "charge": 1,
  "multiplicity": 5
}

8.
{
  "formula": "C3H6N2O2",
  "method": "wB97M-V/def2-TZVPD",
  "symbols": ["H", "H", "C", "C", "N", "H", "N", "O", "H", "H", "H", "O", "C"],
  "xyz": [[0.3319, -1.0626, 0.6282], [2.1042, -0.1689, -0.3358], [2.1220, 0.8515, -3.5938], [0.3618, -0.0703, -1.1509], [1.5905, -0.0099, -1.2413], [-1.4855, 0.8239, 1.1547], [-0.4902, 0.9315, 0.7203], [1.2233, 1.5168, -3.5211], [-0.3185, 1.6063, -0.0211], [-0.1598, 0.2029, -2.0059], [-1.2623, -0.9546, -0.0283], [3.0616, 0.2480, -3.8350], [-0.3649, -0.4612, 0.0836]],
  "orbital_gap_ev": [6.139, 6.739],
  "total_energy_ha": -377.70416,
  "s_squared": 2.006,
  "charge": 0,
  "relative_energy_kcal_mol": 43.18,
  "multiplicity": 3
}